Entry 1:
Here is a cluster of 2 separate species, C7H17NO2 in total at a distorted geometry from OMol25. Energies are from ωB97M-V/def2-TZVPD.

```
27
C7H17NO2, DFT ωB97M-V/def2-TZVPD
C -0.98 0.66 1.07
C -1.27 -0.38 2.16
C -2.03 1.77 1.06
C -0.17 -1.43 2.28
O -0.97 0.06 -0.21
H -0.22 -0.67 -0.28
H 0.01 1.11 1.26
H -1.36 0.14 3.12
H -2.22 -0.86 1.95
H -3.02 1.34 0.88
H -2.03 2.30 2.01
H -1.81 2.47 0.26
H -0.14 -2.07 1.39
H 0.80 -0.96 2.40
H -0.35 -2.08 3.14
C 1.47 -1.59 -2.21
C 0.87 1.27 -2.32
N 1.50 -0.74 -1.04
C 1.45 0.66 -1.08
O 1.87 1.29 -0.13
H 2.07 -1.08 -0.28
H 1.50 -2.64 -1.90
H 0.55 -1.41 -2.77
H 2.32 -1.42 -2.88
H 1.46 1.00 -3.19
H -0.15 0.91 -2.46
H 0.84 2.34 -2.21
```

Properties
Energy above the lowest of the compared OMol25 structures with the same formula, charge and spin ... 15.40 kcal per mole
2S+1 ... 1
Structure (SMILES) ... CC[C@H](C)O.CNC(C)=O

***

Entry 2:
Here is a structure of composition Br6Cu2Mg3Sn at a distorted geometry from OMol25. Energies are from ωB97M-V/def2-TZVPD.

```
12
Br6Cu2Mg3Sn, DFT ωB97M-V/def2-TZVPD
Mg 5.58 7.64 8.93
Mg 13.46 7.39 12.55
Mg 6.64 4.08 4.79
Cu 5.78 7.95 6.09
Cu 11.25 8.92 12.86
Sn 7.25 10.25 12.26
Br 6.34 9.73 7.76
Br 8.98 8.26 11.94
Br 6.37 5.65 7.03
Br 4.53 3.41 4.37
Br 9.48 11.67 13.04
Br 5.09 6.83 10.91
```

Properties
2S+1 ... 1
Net charge ... +4

***

Entry 3:
Here is a cluster of 2 separate species, CH4F2OSi in total at a distorted geometry from OMol25. Energies are from ωB97M-V/def2-TZVPD.

```
9
CH4F2OSi, DFT ωB97M-V/def2-TZVPD
C 1.34 -0.46 0.48
O 1.07 0.56 -0.50
F -1.64 0.97 -1.52
F -2.58 0.08 0.56
Si -2.63 -0.22 -1.09
H 1.41 -1.40 0.05
H 0.65 -0.32 1.35
H 2.28 -0.14 0.98
H 0.12 0.92 -0.32
```

Properties
Energy above the lowest of the compared OMol25 structures with the same formula, charge and spin ... 50.94 kcal per mole
2S+1 ... 1

***

| no. | LUMO (eV) | Kohn-Sham gap (Eh) | electronic energy (Eh) |
| --- | --- | --- | --- |
| 1 | 0.77 | 0.378 | -482.1538 |
| 2 | -17.90 | 0.049 | -19538.1729 |
| 3 | -0.60 | 0.354 | -605.0266 |